Record 1
# C7H8O2PS2

The ion C7H8O2PS2 with charge -1 at a distorted geometry (ωB97M-V/def2-TZVPD, the Open Molecules 2025 dataset).

```
! RIJCOSX wB97M-V def2-TZVPD def2/J DEFGRID3
* xyz -1 3
C 1.713 0.350 -2.600
C 1.001 -0.738 -2.301
C 1.800 1.431 -1.632
C 0.283 -0.870 -1.076
C 1.284 1.225 -0.427
C 0.565 0.046 -0.085
C 0.073 -0.241 1.237
O -1.958 1.042 2.933
O -2.043 1.713 0.490
P -1.790 0.692 1.520
S -2.709 -2.360 2.666
S -3.082 -1.018 1.070
H 2.415 0.508 -3.541
H 0.946 -1.644 -2.845
H 2.203 2.344 -2.122
H -0.058 -1.815 -0.777
H 1.304 1.920 0.374
H -0.227 -1.294 1.406
H 0.714 0.206 2.080
H -2.435 -1.498 3.629
*
```

LUMO level (alpha / beta) in eV: 3.2 / 1.2
Kohn-Sham gap (alpha / beta) in eV: 5.036 / 6.126

=====

Record 2
# C7H8O3

A structure of composition C7H8O3 at a distorted geometry (ωB97M-V/def2-TZVPD, the Open Molecules 2025 dataset).

```
! RIJCOSX wB97M-V def2-TZVPD def2/J DEFGRID3
* xyz 0 1
O 1.966 2.241 -0.169
C 0.922 1.637 -0.192
O 0.696 0.335 1.254
C 0.655 -0.909 0.569
C -0.241 -1.865 1.234
C -0.924 -2.717 1.753
C 0.301 -0.680 -0.896
C -0.910 0.126 -1.241
C 0.459 0.758 -1.311
H 1.681 -1.306 0.610
H -1.430 -3.573 2.167
H 0.614 -1.476 -1.571
H -1.406 -0.080 -2.188
H -1.579 0.406 -0.424
H 0.893 0.989 -2.285
O -0.291 2.517 0.780
H -0.266 1.193 1.578
H -1.137 2.404 0.332
*
```

Relative energy (zero: lowest compared OMol25 entry of this formula, charge and spin) in eV: 5.655
LUMO level in eV: 0.5
Kohn-Sham gap in eV: 10.827